1.
{"formula": "C3H8O2S", "method": "wB97M-V/def2-TZVPD", "lumo_energy_ev": 0.60, "gap_ev": 9.1, "smiles": "O=CO.CSC", "de_lowest_kcal_mol": 11.6, "elements": ["O", "C", "O", "H", "H", "C", "S", "C", "H", "H", "H", "H", "H", "H"], "coordinates": [[-1.8121, 4.2733, -2.6160], [-2.8849, 4.5200, -2.1665], [-3.5611, 3.7765, -1.2841], [-3.4793, 5.4109, -2.4455], [-2.9869, 3.0581, -0.9642], [2.4841, -1.4654, 1.7187], [0.8238, -1.4608, 0.9934], [0.7539, -3.1785, 0.4415], [2.9504, -0.4942, 1.5799], [2.4868, -1.7329, 2.7743], [3.0730, -2.1711, 1.1505], [-0.2680, -3.3277, 0.1039], [1.0448, -3.9280, 1.1631], [1.3755, -3.2802, -0.4489]]}

2.
{"formula": "C3H8O2S2", "method": "wB97M-V/def2-TZVPD", "lumo_energy_ev": [-1.38, -1.38], "gap_ev": [6.2, 6.2], "de_lowest_kcal_mol": 123.2, "elements": ["C", "C", "C", "O", "O", "S", "S", "H", "H", "H", "H", "H", "H", "H", "H"], "coordinates": [[1.6505, -0.5057, -1.1387], [-2.3580, -1.1040, 1.0173], [2.4747, 1.3638, 0.4431], [-0.8450, 0.5347, -0.6276], [-3.2309, 1.1681, 0.0058], [1.0927, 0.4045, 0.3789], [-2.4052, 0.1093, -0.5160], [2.6725, -0.3113, -1.3307], [0.9487, -0.1623, -2.0014], [1.6439, -1.6194, -0.8082], [-3.5051, -1.1077, 1.2903], [-1.9162, -0.5223, 1.7018], [-1.9923, -1.9701, 0.6053], [2.6186, 2.1018, 1.3175], [3.1511, 1.6204, -0.3376]]}

3.
{"formula": "C3H8O2S2", "method": "wB97M-V/def2-TZVPD", "lumo_energy_ev": [0.28, 0.16], "gap_ev": [7.9, 7.8], "de_lowest_kcal_mol": 118.7, "elements": ["C", "C", "C", "O", "O", "S", "S", "H", "H", "H", "H", "H", "H", "H", "H"], "coordinates": [[1.7388, -1.0474, -0.3811], [-0.3060, 0.6578, 0.4136], [-1.5002, 0.2351, -0.4639], [-1.8430, -1.0236, -0.1542], [-2.5259, 1.1977, -0.3542], [3.2017, -0.0826, -0.0810], [0.4447, 2.1520, -0.0680], [1.2045, -0.9713, -1.3355], [1.7320, -1.7785, 0.5013], [-0.2510, 0.4717, 1.4044], [-1.1890, 0.2613, -1.5111], [-2.0173, -1.2220, 0.8755], [-3.0762, 1.2605, -1.2076], [3.5448, 0.1871, -1.4199], [1.6575, 1.8712, 0.6245]]}

4.
{"formula": "C3H8O2Si", "method": "wB97M-V/def2-TZVPD", "lumo_energy_ev": 0.08, "gap_ev": 9.2, "smiles": "O=[SiH2].C=C(C)O", "de_lowest_kcal_mol": 92.9, "elements": ["O", "Si", "H", "H", "C", "C", "C", "O", "H", "H", "H", "H", "H", "H"], "coordinates": [[-1.8373, 0.8586, -1.7418], [-0.7998, -0.1611, -2.1012], [-0.5763, -1.5774, -2.0002], [0.1221, 0.1484, -3.1959], [-0.8701, -0.6680, 0.7670], [0.1060, 0.2913, 0.8944], [1.5657, -0.0587, 0.7869], [-0.0355, 1.5442, 1.3572], [-0.6484, -1.6788, 0.6153], [-1.9127, -0.3945, 0.7305], [2.0379, -0.0343, -0.1756], [1.9479, 0.7888, 1.3671], [1.8606, -0.8819, 1.2602], [-0.9598, 1.8233, 1.4360]]}

5.
{"formula": "C3H8O3", "method": "wB97M-V/def2-TZVPD", "total_charge": -1, "lumo_energy_ev": [3.87, 2.23], "multiplicity": 2, "gap_ev": [7.3, 5.7], "s_squared": 0.76, "de_lowest_kcal_mol": 30.8, "elements": ["O", "C", "C", "C", "O", "H", "H", "H", "H", "H", "H", "H", "H", "O"], "coordinates": [[-2.4989, 1.2296, 0.3073], [-2.2936, 0.3660, -0.5331], [-1.0599, 0.1683, -1.2310], [0.2426, 0.6411, -0.7261], [1.1068, -0.4494, -0.8219], [-3.1050, -0.3512, -0.7729], [-1.0749, -0.6466, -1.9451], [0.3065, -1.6744, 1.5062], [0.1206, 0.8682, 0.3376], [0.6716, 1.5415, -1.1850], [1.8861, -0.3540, -0.1595], [3.1422, 0.0715, 1.7320], [0.2369, -1.5899, 2.2456], [2.3190, 0.1792, 1.2460]]}

6.
{"formula": "C3H8O3", "method": "wB97M-V/def2-TZVPD", "lumo_energy_ev": 0.66, "gap_ev": 10.9, "smiles": "O=CO.CCO", "de_lowest_kcal_mol": 27.3, "elements": ["O", "C", "O", "H", "H", "C", "C", "O", "H", "H", "H", "H", "H", "H"], "coordinates": [[-4.5468, 1.2375, -0.7895], [-3.8009, 1.9819, -1.3292], [-2.4807, 2.0478, -1.0467], [-4.0934, 2.7338, -2.0774], [-2.0023, 2.3461, -1.8310], [2.2756, -1.4236, -0.1097], [1.9338, -1.1624, 1.3320], [0.7769, -0.3503, 1.3514], [1.3767, -1.8091, -0.6059], [3.0625, -2.1622, -0.1815], [2.5180, -0.4997, -0.6220], [1.7597, -2.1111, 1.8480], [2.7724, -0.6343, 1.8114], [0.4485, -0.1942, 2.2500]]}

7.
{"formula": "C3H8O3", "method": "wB97M-V/def2-TZVPD", "lumo_energy_ev": 0.69, "gap_ev": 11.0, "smiles": "OCC(O)CO", "de_lowest_kcal_mol": 27.1, "elements": ["O", "C", "C", "O", "C", "O", "H", "H", "H", "H", "H", "H", "H", "H"], "coordinates": [[1.5416, 1.5465, 0.1113], [1.1545, 0.2242, -0.2569], [-0.3524, 0.2065, -0.5636], [-1.0160, 1.1359, 0.2705], [-0.9517, -1.1562, -0.2288], [-0.8664, -1.3816, 1.1601], [1.9268, 1.5083, 0.9927], [1.7266, -0.0822, -1.1404], [1.3568, -0.4793, 0.5575], [-0.5282, 0.4503, -1.6230], [-0.3710, 1.8528, 0.3949], [-1.9957, -1.1879, -0.5741], [-0.4006, -1.9597, -0.7305], [-1.1758, -0.5487, 1.5517]]}

8.
{"formula": "C3H8O3", "method": "wB97M-V/def2-TZVPD", "lumo_energy_ev": 0.57, "gap_ev": 10.5, "smiles": "OCC(O)CO", "de_lowest_kcal_mol": 49.1, "elements": ["O", "C", "C", "O", "C", "O", "H", "H", "H", "H", "H", "H", "H", "H"], "coordinates": [[1.9626, -0.5184, -0.7340], [1.0188, -0.7972, 0.2075], [-0.4513, -0.6181, -0.1600], [-1.1488, -1.3371, 0.8331], [-0.8493, 0.9301, -0.0855], [0.0662, 1.6641, -0.7599], [1.7500, 0.3653, -1.0407], [1.2140, -0.4824, 1.2189], [1.0195, -1.8914, 0.2825], [-0.6584, -1.0324, -1.2201], [-1.0261, -0.9784, 1.7762], [-1.8716, 1.0518, -0.5552], [-0.7957, 1.0293, 0.9500], [-0.2300, 2.6148, -0.7128]]}

9.
{"formula": "C3H8O3S", "method": "wB97M-V/def2-TZVPD", "lumo_energy_ev": 0.46, "gap_ev": 9.8, "smiles": "CS(=O)(=O)CCO", "de_lowest_kcal_mol": 84.9, "elements": ["C", "S", "O", "O", "C", "C", "O", "H", "H", "H", "H", "H", "H", "H", "H"], "coordinates": [[1.3345, 0.8967, -1.7292], [0.2862, -0.1996, -0.5819], [-0.6272, -0.9644, -1.4512], [1.2465, -0.6270, 0.4194], [-0.9272, 0.8823, 0.2117], [-1.3801, 0.2784, 1.5594], [-0.2930, -0.2471, 2.2486], [0.7542, 1.7590, -2.3221], [1.7616, -0.0264, -2.2100], [2.0542, 1.4792, -1.0209], [-1.7948, 0.8618, -0.4010], [-0.4573, 1.8525, 0.4541], [-1.9676, 1.0128, 2.1899], [-2.0107, -0.7075, 1.2375], [0.3077, -0.6748, 1.3980]]}

10.
{"formula": "C3H8O3S", "method": "wB97M-V/def2-TZVPD", "total_charge": 1, "lumo_energy_ev": [-4.38, -9.34], "multiplicity": 2, "gap_ev": [9.9, 5.0], "s_squared": 0.75, "de_lowest_kcal_mol": 7.2, "elements": ["O", "C", "O", "C", "C", "S", "H", "H", "H", "H", "H", "H", "H", "H", "O"], "coordinates": [[-0.4418, -2.9155, 0.9261], [-0.2036, -1.9308, 0.3190], [-0.0106, -1.7896, -0.9876], [0.0184, -0.6465, 1.1303], [1.1610, 0.3122, 0.6320], [0.9375, 1.9430, 1.3622], [-0.3162, -2.6118, -1.4573], [-0.9062, -0.0946, 0.9045], [0.0987, -0.9753, 2.1595], [0.9225, 0.4414, -0.4252], [2.1344, -0.1474, 0.7791], [0.0609, 2.2629, 0.3872], [-2.6855, 2.1337, -4.0065], [-1.3831, 1.3478, -3.8220], [-1.8372, 2.1790, -3.6145]]}

11.
{"formula": "C3H8O3Tl", "method": "wB97M-V/def2-TZVPD", "total_charge": 1, "lumo_energy_ev": [-7.19, -7.25], "gap_ev": [7.4, 6.7], "de_lowest_kcal_mol": 90.5, "elements": ["O", "C", "C", "O", "C", "Tl", "H", "H", "H", "H", "H", "H", "O", "H", "H"], "coordinates": [[-2.1751, 2.5923, -0.7600], [-3.2900, 1.7319, -0.6353], [-2.8737, 0.4120, 0.0054], [-1.9657, -0.2288, -0.9958], [-1.7581, -1.5970, -0.7467], [-0.9763, 1.3211, -0.0066], [-3.7432, 1.5628, -1.6373], [-4.0788, 2.1670, 0.0124], [-3.7328, -0.2547, 0.1744], [-2.6845, -2.1567, -0.9535], [-0.9415, -1.9546, -1.3855], [-1.5156, -1.7662, 0.3175], [0.6476, -0.4181, 1.1085], [1.1556, 0.2770, 1.5352], [-0.3401, -0.1282, 1.1897]]}

12.
{"formula": "C3H8O4S", "method": "wB97M-V/def2-TZVPD", "total_charge": -2, "lumo_energy_ev": 5.76, "gap_ev": 6.3, "de_lowest_kcal_mol": 86.4, "elements": ["O", "C", "O", "C", "C", "S", "H", "H", "H", "H", "H", "H", "O", "H", "H", "O"], "coordinates": [[-0.2372, -3.0151, 0.1131], [-0.4484, -1.8125, 0.3191], [-1.7119, -1.3558, 0.6176], [0.5767, -0.7555, 0.4511], [0.1682, 0.6705, 1.0337], [1.6965, 1.5790, 1.3642], [0.1600, -1.4033, 1.4069], [1.4914, -0.9469, -0.0991], [-0.3803, 0.2798, 1.8940], [-0.5543, 1.1970, 0.4136], [2.1566, 1.9844, -0.5835], [2.5661, 3.2527, -1.3332], [2.4121, 2.3188, -1.5102], [-2.3063, -1.2004, -0.1985], [-2.5918, -0.2566, -2.3516], [-2.9975, -0.5362, -1.5373]]}